Entry from OMol25: a molecular structure, C25H33NO6OsSb2 (wB97M-V/def2-TZVPD).

Values from the calculation:
Energy   -55766.887 eV
LUMO energy (spin up / spin down)   -2.899 / -4.386 eV
Energy relative to the best compared isomer or geometry (same formula, charge and spin)   48.09 kJ/mol

ORCA input file:
```
! wB97M-V def2-TZVPD RIJCOSX def2/J DEFGRID3
* xyz 1 6
Os 0.4255 -0.0352 -0.8750
Sb 0.3151 -0.1190 2.4072
Sb -1.7047 -1.6397 -0.9457
O 2.5914 -0.1484 -2.1800
O 1.4922 1.7831 -0.2290
O -1.0547 1.4377 -1.7850
O 2.5369 -1.5715 1.8087
O 2.3589 1.1871 1.7010
O 1.4088 -1.8365 -0.0615
N -0.6842 2.6182 -2.2063
C -0.0692 4.8630 -1.7720
C 3.6204 0.6529 -0.2736
C -2.3020 -1.8446 2.8936
C 3.6167 -0.9105 -0.2383
C 3.4237 -1.2285 -1.7322
C -0.8626 -2.0296 2.9714
C 4.7887 0.5518 -2.5017
C -5.0773 -1.4321 2.8841
C 2.4555 -1.4928 0.5870
C -4.4550 -2.0425 1.8120
C -3.5143 -0.6950 -1.5882
C 1.3962 0.1698 4.2487
C -1.5476 -3.1728 -2.4505
C -2.9597 -1.2428 3.9774
C -0.4777 2.8139 -3.5254
C -3.0791 -2.2578 1.7853
C 0.1582 5.0840 -3.1263
C -0.0613 4.0304 -4.0086
C -1.2166 1.4501 2.5911
C -2.5169 -2.9716 0.6138
C -4.3223 -1.0398 3.9822
C 2.4169 1.2546 0.4687
C -0.5000 3.6323 -1.3375
C 4.7266 -0.9865 -2.5002
C 3.4809 0.9031 -1.7842
H 0.7242 0.1398 5.0997
H 0.5088 6.0396 -3.4815
H -3.2724 -0.0035 -2.3888
H 5.5802 -1.4522 -2.0167
H 5.6527 0.9472 -1.9746
H -0.6414 1.9503 -4.1520
H -1.7105 -3.6533 0.8763
H 4.7852 0.9491 -3.5143
H -1.8015 1.5120 1.6765
H 4.5345 1.0546 0.1626
H -4.2277 -1.4313 -1.9393
H -3.9378 -0.1392 -0.7594
H 0.0874 4.1456 -5.0719
H -4.8079 -0.5911 4.8352
H -2.3744 -0.9561 4.8395
H 4.5505 -1.2895 0.1738
H -5.0463 -2.3835 0.9737
H -0.4478 -2.7870 2.3166
H 0.0965 5.6459 -1.0498
H -1.3521 -2.7031 -3.4097
H 2.1364 -0.6237 4.3100
H 3.0477 1.8711 -2.0327
H -0.4955 -2.1422 3.9859
H 1.9006 1.1300 4.1882
H -1.8708 1.2027 3.4184
H -0.7177 -3.8185 -2.1828
H -6.1464 -1.2878 2.8774
H 2.9323 -2.1814 -1.9263
H 4.6431 -1.3779 -3.5129
H -3.2932 -3.5363 0.0957
H -2.4650 -3.7506 -2.5088
H -0.6648 3.3899 -0.3010
H -0.7161 2.3932 2.7811
*
```

Atom charges from the Mulliken analysis, given in e for atoms 1 to 5: number 1, Os, carries 1.963; number 2, Sb, carries 0.894; number 3, Sb, carries 0.786; number 4, O, carries -0.596; number 5, O, carries -0.509

***

Entry from OMol25: C4H8O2 in the gas phase (wB97M-V/def2-TZVPD).

Values from the calculation:
SMILES string   CO[C@@H](C)C=O
Energy   -8371.628 eV
LUMO energy   0.875 eV
Energy relative to the best compared isomer or geometry (same formula, charge and spin)   159.61 kJ/mol

ORCA input file:
```
! wB97M-V def2-TZVPD RIJCOSX def2/J DEFGRID3
* xyz 0 1
O 0.5427 -0.8168 2.2870
O -0.4477 0.4719 -0.8726
C -1.8140 0.6197 -0.5429
C 0.2985 -0.3976 -0.0595
C 1.7486 -0.3282 -0.5001
C 0.1899 -0.0565 1.4180
H -2.3795 0.6787 -1.4788
H 2.1002 0.7088 -0.5182
H 1.8705 -0.7440 -1.5011
H -1.9864 1.5437 0.0296
H -2.1931 -0.2298 0.0445
H -0.2330 0.9453 1.6489
H 2.3197 -0.9460 0.1936
H -0.0163 -1.4492 -0.1485
*
```

Atom charges from the Mulliken analysis, given in e for atoms 1 to 5: number 1, O, carries -0.472; number 2, O, carries -0.378; number 3, C, carries -0.782; number 4, C, carries 0.575; number 5, C, carries -1.423

***

Entry from OMol25: a molecular structure, C19H17AuN3OS3SbSe4 (wB97M-V/def2-TZVPD).

Values from the calculation:
Energy   -330621.017 eV
LUMO energy   4.028 eV
Energy relative to the best compared isomer or geometry (same formula, charge and spin)   20.54 kJ/mol

ORCA input file:
```
! wB97M-V def2-TZVPD RIJCOSX def2/J DEFGRID3
* xyz -2 1
Au -0.5263 -0.3781 0.4579
Sb 0.8339 -1.5205 3.8759
Se -0.6734 -1.3536 5.7539
Se -0.2859 -3.2551 2.4351
Se 0.3075 -2.8130 0.2280
Se 3.2199 -1.6012 4.1253
S 0.4016 1.4555 -3.7850
S -1.5960 1.4366 -1.4607
S -4.4056 -0.8358 3.3851
O 0.4977 0.2214 2.8430
N 1.0046 1.3312 0.0144
N -2.4961 -0.8068 1.7158
N 1.1324 1.3602 -1.3635
C -3.4108 -1.7084 1.2411
C 1.2821 1.2791 3.1154
C -2.8845 -0.2696 2.8268
C -1.0471 0.6659 -4.5347
C 1.3568 1.7018 4.4516
C 3.2412 2.2760 -0.0825
C -4.5216 -1.8473 2.0046
C -0.8549 -1.6085 -3.4597
C 2.0077 1.8072 0.6599
C 1.9912 2.0052 2.1352
C 2.8352 3.4916 3.9037
C -0.7815 -2.9900 -3.5394
C -0.9903 -1.4805 -5.8487
C -0.8114 -3.6248 -4.7767
C -0.9161 -2.8659 -5.9325
C 2.7613 3.0923 2.5840
C -0.9603 -0.8349 -4.6166
C 2.1129 2.7802 4.8510
C 0.0182 1.3923 -2.0191
H -3.1796 -2.2505 0.3354
H 0.7890 1.1415 5.1849
H -2.2865 0.4235 3.4001
H -0.7477 -4.7051 -4.8367
H -0.6936 -3.5635 -2.6238
H 3.2708 1.7844 -1.0495
H -0.8314 -1.1278 -2.4876
H -5.3671 -2.4942 1.8427
H 4.1343 2.0417 0.4969
H 2.1427 3.0553 5.8990
H 3.3143 3.6655 1.8539
H -1.0666 -0.8890 -6.7559
H -1.9022 0.9751 -3.9284
H -1.1488 1.0936 -5.5336
H 3.2214 3.3535 -0.2649
H -0.9353 -3.3497 -6.9029
H 3.4440 4.3434 4.1815
*
```

Atom charges from the Mulliken analysis, given in e for atoms 1 to 5: number 1, Au, carries 1.029; number 2, Sb, carries 1.060; number 3, Se, carries -0.737; number 4, Se, carries -0.376; number 5, Se, carries -0.643

***

Entry from OMol25: a molecular structure, C14H37NO5S5Ti (wB97M-V/def2-TZVPD).

Values from the calculation:
Energy   -104115.668 eV
LUMO energy (spin up / spin down)   -3.980 / -8.192 eV

ORCA input file:
```
! wB97M-V def2-TZVPD RIJCOSX def2/J DEFGRID3
* xyz 2 5
Ti 11.0268 -2.9054 0.5448
S 8.2313 -3.5340 2.1666
S 13.5849 -0.5367 -0.9474
S 10.5391 -5.8970 -1.5402
S 10.3596 -0.1869 2.6156
S 8.6941 -1.4836 -1.9992
O 11.2317 -4.7140 -0.7881
O 10.8272 -0.7384 1.2790
O 8.9797 -2.3031 -0.7746
O 12.5495 -1.5817 -0.5791
O 9.7580 -3.5731 2.2971
N 13.5672 -3.5936 1.2387
C 12.9632 1.1592 -0.8987
C 7.5438 -5.2701 2.3520
C 15.5369 -6.5646 0.4823
C 10.4402 -7.2613 -0.3557
C 14.4856 -0.2625 0.6722
C 14.2014 -7.1711 -0.1078
C 7.4738 -3.0266 3.8114
C 11.0321 1.5777 2.8390
C 14.3914 -4.2591 0.9428
C 9.4848 0.1282 -1.4848
C 9.9087 -1.9519 -3.3109
C 8.5419 0.2249 2.3945
C 15.5928 -5.0729 0.5156
C 8.7539 -5.4275 -1.5634
H 10.6518 2.1299 3.6984
H 13.6614 -0.0738 1.3601
H 9.9774 -7.0233 0.6020
H 7.7172 -1.9744 3.9591
H 12.1130 1.6393 2.9655
H 15.7841 -6.8367 1.5084
H 8.0788 0.6741 3.2730
H 8.9407 0.3561 -0.5682
H 8.4942 -4.7968 -0.7132
H 8.5212 1.0430 1.6745
H 9.7725 -1.3020 -4.1753
H 13.3703 -6.7096 0.4254
H 7.9689 -3.7067 4.5046
H 9.9847 -8.1229 -0.8439
H 8.6961 -4.7964 -2.4502
H 16.2708 -4.8426 1.3374
H 12.2010 1.3584 -1.6520
H 10.7373 2.2118 2.0029
H 15.2497 0.5128 0.6157
H 7.9709 -0.6678 2.1393
H 14.0793 -6.7707 -1.1142
H 9.4687 0.9227 -2.2308
H 16.3329 -6.8322 -0.2126
H 7.7769 -5.9453 1.5286
H 7.9398 -5.8076 3.2136
H 9.9027 -3.0339 -3.4424
H 6.4548 -5.2540 2.3967
H 6.3903 -3.1329 3.8642
H 13.7657 1.8884 -1.0104
H 16.1116 -4.7102 -0.3717
H 14.8845 -1.2237 0.9963
H 8.0551 -6.2346 -1.7832
H 10.9655 -1.7633 -3.1222
H 10.5266 -0.1785 -1.3915
H 14.0619 -8.2517 -0.1385
H 12.4022 1.4210 -0.0015
H 11.4330 -7.6240 -0.0894
*
```

Atom charges from the Mulliken analysis, given in e for atoms 1 to 5: number 1, Ti, carries 1.178; number 2, S, carries 0.729; number 3, S, carries 0.319; number 4, S, carries 0.366; number 5, S, carries 0.350